The following is a DFT calculation (ωB97M-V/def2-TZVPD) of a structure of composition C24H20As2N2O4PdS4.

Structure (ORCA input):
```
! wB97M-V def2-TZVPD RIJCOSX def2/J DEFGRID3
* xyz -2 1
Pd 1.98 0.57 -0.34
C 0.54 0.81 2.92
C 0.71 2.06 2.13
N 1.09 2.19 0.88
C 1.08 3.54 0.60
C 0.70 4.23 1.72
N 0.47 3.27 2.66
C 0.48 5.68 2.11
O 0.66 6.53 1.20
O 0.03 5.85 3.25
C 1.46 4.09 -0.73
O 1.38 5.39 -0.85
O 1.77 3.36 -1.65
H 1.18 0.02 2.53
H -0.50 0.47 2.88
H 0.81 0.99 3.96
H 0.17 3.53 3.60
H 1.07 5.88 0.01
S 6.72 -0.17 -0.23
As 4.89 -1.10 0.10
S 3.39 -0.78 -1.52
S 3.48 0.18 1.32
S 4.89 -3.12 0.72
C -5.29 -1.88 -1.60
C -5.10 -1.50 -0.28
C -3.86 -1.06 0.14
C -2.77 -1.02 -0.72
C -2.98 -1.38 -2.05
C -4.22 -1.80 -2.49
As -1.07 -0.30 0.01
C -0.43 -1.93 0.89
C 0.83 -2.48 0.67
C 1.27 -3.55 1.44
C 0.46 -4.08 2.43
C -0.80 -3.54 2.66
C -1.23 -2.46 1.90
C 0.00 -0.27 -1.60
C 0.30 -1.43 -2.34
C 0.93 -1.33 -3.56
C 1.29 -0.07 -4.07
C 0.99 1.07 -3.36
C 0.33 0.98 -2.13
H -6.26 -2.22 -1.94
H -5.93 -1.53 0.42
H -3.74 -0.73 1.17
H -2.16 -1.32 -2.76
H -4.36 -2.08 -3.52
H 1.51 -2.07 -0.08
H 2.28 -3.92 1.27
H 0.81 -4.91 3.04
H -1.43 -3.93 3.44
H -2.21 -2.03 2.12
H 0.05 -2.40 -1.93
H 1.18 -2.22 -4.11
H 1.82 -0.01 -5.01
H 1.29 2.05 -3.72
H 0.03 1.90 -1.63
*
```

- DFT total energy: -204887.5345 eV
- Energy above the lowest of the compared OMol25 structures with the same formula, charge and spin: 4.86 kcal/mol
- Gap between HOMO and LUMO: 0.218 Eh
- HOMO energy: -2.00 eV


The following is a DFT calculation (ωB97M-V/def2-TZVPD) of a structure of composition C35H32F4N10O4PPbSSe in a non-equilibrium geometry.

Structure (ORCA input):
```
! wB97M-V def2-TZVPD RIJCOSX def2/J DEFGRID3
* xyz 3 1
Pb 0.79 -0.92 -0.08
Se 4.61 0.68 -1.86
N 5.14 1.75 -0.61
C 4.31 1.69 0.43
C 4.37 2.39 1.65
C 3.36 2.15 2.55
C 2.32 1.26 2.26
N 2.23 0.59 1.12
C 3.22 0.79 0.22
N 3.21 0.15 -0.94
H 5.18 3.07 1.85
H 3.36 2.65 3.51
H 1.53 1.08 2.98
C -3.41 5.50 1.02
C -2.77 4.24 0.58
C -2.67 3.92 -0.77
C -2.07 2.72 -1.09
N -1.61 1.83 -0.25
C -1.72 2.13 1.04
C -2.27 3.32 1.49
H -3.76 6.09 0.17
H -2.72 6.10 1.61
H -4.26 5.26 1.66
H -3.05 4.58 -1.54
H -2.30 3.05 -3.05
H -1.37 1.37 1.73
H -2.32 3.53 2.55
S 1.75 -3.17 1.08
C 2.58 -4.13 -0.05
N 2.91 -5.41 0.32
C 3.54 -6.24 -0.53
C 3.89 -5.80 -1.78
C 3.54 -4.47 -2.09
N 2.91 -3.68 -1.25
H 2.66 -5.72 1.25
H 3.75 -7.24 -0.18
H 4.39 -6.44 -2.48
H 3.80 -4.04 -3.04
F -3.41 -3.89 5.46
C -2.42 -3.15 5.91
C -2.27 -2.96 7.26
F -3.13 -3.53 8.08
C -1.23 -2.13 7.81
C -0.28 -1.61 6.86
C -0.46 -1.79 5.52
F 0.42 -1.23 4.66
C -1.56 -2.51 4.97
C -1.79 -2.53 3.59
C -1.06 -1.83 2.66
N -0.54 -1.27 1.78
C -2.84 -3.26 2.98
N -3.65 -3.85 2.41
F 0.75 -0.91 7.29
C -1.20 -1.79 9.15
C -0.25 -0.89 9.70
N 0.47 -0.12 10.15
C -2.19 -2.18 10.08
N -3.00 -2.41 10.86
C 1.76 2.16 -5.16
C 0.50 2.97 -4.90
C 0.72 3.99 -3.79
C -0.06 3.63 -6.15
O -0.54 2.01 -4.48
P -0.67 1.25 -3.15
O -1.94 2.37 -2.46
O 0.43 1.13 -2.20
O -1.70 0.12 -3.30
C -1.56 -1.15 -4.03
C -0.12 -1.63 -3.90
C -2.54 -2.09 -3.36
C -1.92 -0.89 -5.48
H 2.55 2.81 -5.53
H 1.56 1.39 -5.91
H 2.08 1.68 -4.24
H 1.55 4.65 -4.06
H 0.97 3.49 -2.85
H -0.16 4.61 -3.65
H 0.64 4.37 -6.53
H -1.00 4.14 -5.92
H -0.24 2.90 -6.93
H 0.13 -1.78 -2.85
H 0.56 -0.89 -4.31
H 0.00 -2.57 -4.43
H -2.28 -2.25 -2.31
H -2.53 -3.05 -3.87
H -3.55 -1.69 -3.41
H -1.20 -0.21 -5.94
H -2.91 -0.46 -5.56
H -1.92 -1.82 -6.04
*
```

- DFT total energy: -161468.0124 eV
- Gap between HOMO and LUMO (spin up / spin down): 0.215 / 0.214 Eh
- HOMO energy (spin up / spin down): -15.30 / -15.28 eV


The following is a DFT calculation (ωB97M-V/def2-TZVPD) of a cluster of 2 separate species, C3H7N3O2PS in total in a non-equilibrium geometry.

Structure (ORCA input):
```
! wB97M-V def2-TZVPD RIJCOSX def2/J DEFGRID3
* xyz -1 1
C -1.63 -0.27 -0.32
C -2.20 0.59 -1.11
C 0.79 -3.37 2.09
N -1.19 -1.06 0.48
N -0.34 -2.92 1.34
N -0.27 -1.69 1.03
O 2.39 3.49 -0.82
O 1.33 1.27 -1.29
P 1.69 2.79 -1.93
S -0.43 3.67 -1.79
H -1.76 1.56 -1.30
H 0.06 4.76 -1.24
H -3.09 0.34 -1.67
H 1.19 -4.27 1.62
H 0.46 -3.64 3.10
H 1.59 -2.62 2.15
H 1.43 1.37 -0.34
*
```

- DFT total energy: -31912.9431 eV
- Energy above the lowest of the compared OMol25 structures with the same formula, charge and spin: 11.83 kcal/mol
- Gap between HOMO and LUMO: 0.249 Eh
- HOMO energy: -3.53 eV


The following is a DFT calculation (ωB97M-V/def2-TZVPD) of a cluster of 2 separate species, CHN4O3 in total in a non-equilibrium geometry.

Structure (ORCA input):
```
! wB97M-V def2-TZVPD RIJCOSX def2/J DEFGRID3
* xyz -1 1
C -1.02 1.23 0.21
N -1.49 2.17 0.71
N 1.62 -0.42 0.55
N 0.83 -0.25 1.33
N -0.83 0.29 -0.63
O 2.59 -0.76 -0.01
O 0.34 0.16 -1.36
O -1.41 -0.96 -0.32
H -0.62 -1.45 -0.47
*
```

- DFT total energy: -13151.0010 eV
- Energy above the lowest of the compared OMol25 structures with the same formula, charge and spin: 21.81 kcal/mol
- Gap between HOMO and LUMO: 0.263 Eh
- HOMO energy: -3.11 eV


The following is a DFT calculation (ωB97M-V/def2-TZVPD) of a cluster of 8 separate species, C12H40N2O8 in total in a non-equilibrium geometry.

Structure (ORCA input):
```
! wB97M-V def2-TZVPD RIJCOSX def2/J DEFGRID3
* xyz 0 1
N 5.00 11.25 -18.49
C 4.38 12.26 -17.91
N 3.29 12.60 -18.55
O 4.89 12.95 -16.76
H 5.80 10.85 -17.96
H 4.57 10.65 -19.23
H 2.63 13.20 -18.04
H 3.12 12.44 -19.50
C 8.75 13.76 -16.89
C 8.33 15.08 -17.57
O 7.74 14.75 -18.85
H 9.02 13.97 -15.83
H 9.60 13.36 -17.50
H 7.96 13.00 -16.88
H 9.22 15.69 -17.73
H 7.50 15.63 -17.04
H 6.81 14.98 -18.80
C 0.45 15.10 -20.29
C -0.89 14.70 -20.76
O -1.46 13.72 -19.97
H 0.46 15.73 -19.43
H 0.97 15.71 -21.08
H 1.06 14.19 -19.98
H -0.83 14.18 -21.75
H -1.60 15.52 -21.00
H -2.31 13.48 -20.40
C 4.58 12.51 -21.74
C 3.04 12.55 -22.12
O 2.14 12.10 -21.13
H 4.71 13.39 -21.09
H 5.17 12.60 -22.65
H 4.81 11.68 -21.15
H 3.00 11.81 -22.95
H 2.76 13.46 -22.66
H 1.29 11.81 -21.49
C 4.52 17.84 -16.11
C 5.22 18.88 -15.19
O 5.99 18.21 -14.23
H 5.26 17.34 -16.76
H 3.71 18.37 -16.74
H 4.04 17.12 -15.57
H 4.47 19.53 -14.76
H 5.88 19.54 -15.70
H 6.83 17.84 -14.62
C 2.32 15.07 -16.20
O 1.73 14.52 -17.36
H 3.26 14.64 -15.88
H 1.64 14.94 -15.34
H 2.41 16.17 -16.26
H 0.79 14.78 -17.31
C 0.67 18.81 -17.57
O 1.18 18.94 -16.23
H 1.13 19.52 -18.22
H -0.43 18.92 -17.54
H 0.89 17.82 -18.01
H 0.68 18.25 -15.74
C 4.01 16.12 -19.54
O 4.86 15.29 -18.80
H 3.31 16.63 -18.91
H 3.59 15.48 -20.29
H 4.65 16.89 -19.92
H 4.37 14.47 -18.55
*
```

- DFT total energy: -32449.0335 eV
- SMILES: NC(N)=O.CCO.CCO.CCO.CCO.CO.CO.CO
- Energy above the lowest of the compared OMol25 structures with the same formula, charge and spin: 38.66 kcal/mol
- Gap between HOMO and LUMO: 0.339 Eh
- HOMO energy: -9.06 eV


The following is a DFT calculation (ωB97M-V/def2-TZVPD) of a cluster of 11 separate species, C28H62BBr20NO3P in total in a non-equilibrium geometry.

Structure (ORCA input):
```
! wB97M-V def2-TZVPD RIJCOSX def2/J DEFGRID3
* xyz -1 1
C 0.64 1.24 -3.05
C -0.12 0.64 -1.84
O 0.78 0.57 -0.72
P 1.18 -0.97 -0.35
O 1.76 -1.63 -1.54
C 2.27 -0.79 1.09
C 3.02 -2.05 1.54
C 4.11 -2.55 0.57
B 5.40 -1.49 0.46
C 5.89 -1.17 -1.07
N 4.89 -0.31 -1.80
O -0.28 -1.60 0.07
C -0.25 -2.87 0.75
C 0.33 -4.01 -0.07
H 0.81 0.50 -3.83
H 1.62 1.57 -2.71
H 0.11 2.11 -3.46
H -0.96 1.28 -1.58
H -0.52 -0.33 -2.11
H 2.98 0.00 0.86
H 1.65 -0.42 1.91
H 2.34 -2.86 1.82
H 3.56 -1.78 2.45
H 4.52 -3.45 1.04
H 3.72 -2.86 -0.40
H 6.35 -1.99 1.08
H 5.16 -0.42 1.03
H 6.05 -2.09 -1.64
H 6.85 -0.64 -1.01
H 4.17 -0.10 -1.13
H 4.46 -0.89 -2.51
H 0.23 -2.75 1.72
H -1.30 -3.11 0.96
H 1.39 -3.91 -0.26
H 0.16 -4.96 0.46
H -0.22 -4.06 -1.01
Br -4.33 -0.54 -1.30
C -3.36 0.03 0.28
C -3.80 1.39 0.74
Br -3.08 2.80 -0.38
H -2.30 -0.02 0.04
H -3.59 -0.71 1.05
H -3.42 1.60 1.74
H -4.88 1.51 0.73
Br -1.91 4.47 2.96
C -1.13 5.32 1.40
C 0.26 5.82 1.67
Br 0.25 7.47 2.72
H -1.81 6.11 1.10
H -1.11 4.55 0.64
H 0.76 6.08 0.74
H 0.87 5.11 2.22
Br -7.75 1.42 0.22
C -8.58 0.26 1.55
C -7.84 0.31 2.86
Br -6.17 -0.69 2.79
H -8.60 -0.74 1.11
H -9.59 0.62 1.67
H -8.43 -0.17 3.65
H -7.59 1.32 3.16
Br 7.29 2.14 -4.51
C 8.03 2.57 -2.76
C 9.43 2.02 -2.61
Br 9.38 0.11 -2.27
H 7.34 2.18 -2.02
H 8.05 3.66 -2.72
H 9.92 2.46 -1.74
H 10.04 2.18 -3.49
Br -7.06 -2.86 -4.07
C -6.34 -1.12 -4.54
C -5.44 -1.18 -5.75
Br -3.71 -1.95 -5.32
H -5.82 -0.75 -3.66
H -7.21 -0.49 -4.74
H -5.24 -0.18 -6.12
H -5.86 -1.78 -6.55
Br 0.12 6.33 -2.40
C 1.44 7.75 -2.34
C 1.12 8.77 -1.28
Br -0.33 9.95 -1.82
H 1.48 8.18 -3.33
H 2.39 7.26 -2.12
H 1.98 9.43 -1.11
H 0.83 8.32 -0.34
Br 7.15 -6.90 -2.08
C 7.70 -6.17 -0.36
C 7.24 -4.75 -0.16
Br 8.33 -3.51 -1.18
H 8.78 -6.27 -0.31
H 7.24 -6.83 0.39
H 7.35 -4.46 0.88
H 6.21 -4.59 -0.46
Br -10.58 -0.23 -3.70
C -11.51 -1.28 -2.35
C -10.80 -1.25 -1.03
Br -9.21 -2.37 -1.04
H -11.60 -2.29 -2.75
H -12.50 -0.83 -2.27
H -11.44 -1.64 -0.24
H -10.47 -0.25 -0.76
Br 3.31 -5.74 1.80
C 4.53 -7.18 2.26
C 5.30 -6.86 3.52
Br 6.72 -5.56 3.19
H 5.17 -7.33 1.40
H 3.91 -8.06 2.41
H 5.81 -7.75 3.89
H 4.67 -6.44 4.30
Br -5.00 2.83 5.19
C -4.31 3.57 6.86
C -2.98 4.25 6.65
Br -1.54 2.97 6.43
H -4.24 2.75 7.56
H -5.05 4.28 7.19
H -2.71 4.84 7.52
H -2.97 4.89 5.77
*
```

- DFT total energy: -1448493.5930 eV
- Gap between HOMO and LUMO: 0.196 Eh
- HOMO energy: -4.08 eV


The following is a DFT calculation (ωB97M-V/def2-TZVPD) of a cluster of 16 separate species, C4H43N2O15 in total in a non-equilibrium geometry.

Structure (ORCA input):
```
! wB97M-V def2-TZVPD RIJCOSX def2/J DEFGRID3
* xyz 0 2
C 0.85 -1.67 -2.57
N -0.47 -2.37 -1.96
C 1.63 -0.83 -1.47
N 0.78 0.14 -0.84
C 2.96 0.29 -3.34
C 3.02 -0.36 -1.91
H 0.31 -0.95 -3.37
H 1.47 -2.52 -2.91
H -0.25 -2.87 -1.05
H -1.31 -1.68 -1.75
H 1.83 -1.62 -0.59
H 0.78 0.93 -1.37
H -0.99 -2.99 -2.51
H -0.08 -0.15 -0.47
H 2.81 -0.40 -4.08
H 3.90 0.72 -3.67
H 2.37 1.23 -3.34
H 3.73 -1.14 -1.88
H 3.53 0.42 -1.25
H 1.35 -1.75 2.08
H 2.31 -2.57 2.86
O 1.83 -2.66 2.03
H -0.29 3.07 -2.11
H -0.72 2.29 -3.45
O -0.60 2.23 -2.45
H -1.47 0.96 -2.18
H -2.43 0.12 -1.19
O -1.88 0.16 -1.99
H -2.72 -2.20 0.70
H -1.48 -2.43 1.51
O -1.82 -2.28 0.60
H -2.29 1.33 3.68
H -2.61 0.94 2.29
O -1.94 1.35 2.83
H 3.62 -2.41 0.90
H 3.93 -3.24 -0.36
O 3.97 -2.37 0.04
H -1.34 -1.52 4.52
H -1.69 -3.01 4.23
O -1.80 -2.15 4.00
H -4.71 -0.05 2.52
H -4.52 0.30 1.13
O -4.07 -0.18 1.78
H 1.01 5.10 -1.03
H 1.89 4.28 -1.93
O 1.21 4.74 -1.88
H 0.32 3.48 1.58
H 0.01 2.18 0.98
O -0.28 3.10 0.89
H -0.31 -0.66 1.65
H 0.77 0.43 2.20
O 0.21 -0.30 2.43
H 2.65 3.13 2.53
H 1.75 2.56 3.54
O 1.82 2.78 2.61
H -3.33 2.77 2.75
H -3.77 2.81 1.33
O -4.00 2.90 2.23
H 0.17 -5.00 -0.62
H 1.64 -4.83 -0.63
O 0.95 -4.70 -1.14
H -3.30 2.42 -0.93
H -2.10 2.71 0.08
O -2.83 2.00 -0.22
*
```

- DFT total energy: -38532.4220 eV
- Energy above the lowest of the compared OMol25 structures with the same formula, charge and spin: 80.17 kcal/mol
- Gap between HOMO and LUMO (spin up / spin down): 0.080 / 0.322 Eh
- HOMO energy (spin up / spin down): -2.17 / -8.85 eV


The following is a DFT calculation (ωB97M-V/def2-TZVPD) of an isolated molecule of C4H9FS in a non-equilibrium geometry.

Structure (ORCA input):
```
! wB97M-V def2-TZVPD RIJCOSX def2/J DEFGRID3
* xyz 0 1
C -1.30 1.04 -0.15
C -0.24 -0.05 -0.42
C -0.45 -1.29 0.37
F -1.43 -1.92 -0.45
C 1.15 0.57 -0.12
S 2.45 -0.77 -0.29
H -1.00 1.89 0.51
H -2.18 0.59 0.41
H -1.61 1.42 -1.09
H -0.33 -0.24 -1.52
H -0.99 -1.22 1.40
H 0.39 -2.01 0.31
H 1.26 0.97 0.86
H 1.35 1.55 -0.70
H 2.93 -0.53 0.90
*
```

- DFT total energy: -17845.6240 eV
- SMILES: C[C@H](CF)CS
- Energy above the lowest of the compared OMol25 structures with the same formula, charge and spin: 30.85 kcal/mol
- Gap between HOMO and LUMO: 0.369 Eh
- HOMO energy: -9.20 eV


The following is a DFT calculation (ωB97M-V/def2-TZVPD) of a cluster of 4 separate species, C2H12O3S in total in a non-equilibrium geometry.

Structure (ORCA input):
```
! wB97M-V def2-TZVPD RIJCOSX def2/J DEFGRID3
* xyz 0 1
C 0.36 -0.56 -1.90
S -1.32 0.16 -2.02
C -1.32 1.75 -1.13
H 0.15 -1.62 -2.05
H 0.78 -0.38 -0.81
H 0.97 -0.14 -2.77
H -2.13 2.39 -1.54
H -1.51 1.65 -0.05
H -0.22 2.13 -1.29
O 1.23 1.33 1.37
H 0.96 1.27 2.37
H 1.77 0.47 1.20
O -0.45 -1.25 1.57
H -1.02 -1.37 0.75
H -0.50 -2.12 2.00
O 2.23 -1.21 2.89
H 1.29 -1.04 2.68
H 2.22 -1.96 3.53
*
```

- DFT total energy: -19245.4341 eV
- SMILES: CSC.O.O.O
- Energy above the lowest of the compared OMol25 structures with the same formula, charge and spin: 30.04 kcal/mol
- Gap between HOMO and LUMO: 0.319 Eh
- HOMO energy: -8.41 eV


The following is a DFT calculation (ωB97M-V/def2-TZVPD) of a structure of composition C19H19IN7PdS in a non-equilibrium geometry.

Structure (ORCA input):
```
! wB97M-V def2-TZVPD RIJCOSX def2/J DEFGRID3
* xyz 3 1
Pd 0.42 -0.12 0.04
S -5.90 0.66 -4.21
N -5.21 -0.64 -3.58
C -4.21 -0.28 -2.78
C -3.33 -1.15 -2.06
C -3.41 -2.55 -2.08
C -2.49 -3.29 -1.38
C -1.49 -2.62 -0.67
N -1.40 -1.30 -0.65
C -2.28 -0.54 -1.33
C -2.12 0.90 -1.29
N -1.08 1.39 -0.59
C -0.89 2.70 -0.54
C -1.72 3.61 -1.20
C -2.78 3.14 -1.93
C -3.00 1.75 -1.99
C -4.05 1.14 -2.74
N -4.95 1.75 -3.50
H -4.20 -3.03 -2.65
H -2.52 -4.36 -1.38
H -0.75 -3.16 -0.10
H -0.05 3.04 0.05
H -1.51 4.66 -1.12
H -3.44 3.80 -2.47
N 2.24 -1.96 5.48
C 1.38 -0.95 4.79
C 1.44 -1.05 3.25
N 0.59 -0.07 2.57
H 2.15 -1.89 6.50
H 3.23 -1.84 5.24
H 1.97 -2.92 5.22
H 1.71 0.04 5.11
H 0.35 -1.10 5.13
H 1.12 -2.05 2.93
H 2.47 -0.88 2.91
H 0.88 0.88 2.79
H -0.38 -0.17 2.88
I 2.35 -2.12 -0.18
C 3.28 -0.30 -0.85
C 4.57 -0.30 -1.34
C 5.08 0.91 -1.78
C 4.27 2.04 -1.74
C 2.99 1.93 -1.22
N 2.50 0.77 -0.76
H 5.16 -1.21 -1.37
H 6.09 0.97 -2.15
H 4.62 2.99 -2.10
H 2.34 2.79 -1.16
*
```

- DFT total energy: -52832.6985 eV
- Energy above the lowest of the compared OMol25 structures with the same formula, charge and spin: 27.47 kcal/mol
- Gap between HOMO and LUMO (spin up / spin down): 0.203 / 0.203 Eh
- HOMO energy (spin up / spin down): -16.37 / -16.37 eV